No. 1
Entry from the Open Molecules 2025 dataset: a molecular structure, C12H15ClN2O3S3 (ωB97M-V with the def2-TZVPD basis set).

```
36
Properties=species:S:1:pos:R:3:forces:R:3
Cl 2.355 2.583 2.456 0.2 0.1 -0.1
S 1.185 0.781 0.172 0.5 -0.1 -0.2
S -3.046 0.540 4.958 -0.1 -0.1 0.0
S -3.000 2.940 0.401 0.2 0.1 0.1
O 3.435 -2.664 -4.441 0.0 0.0 0.0
O 2.341 -1.045 -3.310 0.0 0.0 0.0
O 3.336 -2.796 -2.288 0.0 0.0 0.0
N -2.781 0.068 3.453 -0.1 -0.1 -0.1
N -1.728 1.395 5.244 0.0 0.1 0.1
C 0.230 1.033 1.642 0.5 0.3 0.0
C -3.532 1.211 0.206 0.1 0.2 -0.2
C -1.662 -0.404 0.781 -0.1 -0.1 0.1
C 0.248 1.979 3.912 -0.1 0.1 0.2
C -1.001 1.355 4.126 0.0 -0.1 -0.1
C -0.971 0.423 1.823 -0.4 -0.2 0.0
C 2.975 -2.068 -3.342 0.0 0.0 0.0
C 0.832 1.816 2.704 -0.2 -0.1 -0.1
C 2.908 -2.252 -1.036 0.0 0.0 0.2
C 3.118 -1.981 -5.656 0.0 0.0 -0.1
C -2.333 0.415 -0.327 -0.1 -0.2 0.3
C -1.602 0.586 3.090 -0.1 0.2 0.1
H -0.957 -1.127 0.369 0.1 0.1 -0.2
H 1.823 -2.180 -1.000 0.0 0.1 0.0
H -2.447 -0.971 1.276 0.0 -0.2 0.1
H 2.040 -1.913 -5.788 0.0 0.0 0.0
H 3.553 -2.577 -6.453 0.0 0.0 0.0
H 0.366 1.254 -0.772 -0.2 0.0 0.1
H -4.029 3.412 1.112 -0.1 -0.1 0.0
H -3.861 0.825 1.165 0.0 -0.1 0.1
H -2.677 -0.276 -1.093 0.0 0.0 -0.1
H 3.258 -2.937 -0.269 0.0 -0.1 -0.1
H 3.343 -1.267 -0.877 0.0 0.0 0.0
H -1.610 1.091 -0.781 -0.1 0.0 -0.2
H 3.552 -0.983 -5.659 0.0 0.0 0.0
H 0.700 2.567 4.693 0.1 0.0 0.0
H -4.361 1.169 -0.493 -0.1 0.0 0.0
```
Forces are in eV/Å.

Computed properties:
**E_tot**: -66838.21258 eV
**M**: 366.9 g mol⁻¹
**Highest occupied orbital energy**: -8.81 eV
**LUMO level**: -0.73 eV
**Orbital gap**: 8.0782 eV

No. 2
Entry from the Open Molecules 2025 dataset: a molecular structure, C12H15ClN2O6S4SbTi (ωB97M-V with the def2-TZVPD basis set).

```
42
Properties=species:S:1:pos:R:3:forces:R:3
Sb -3.985 0.392 -2.575 0.0 -0.1 0.1
Ti -1.153 0.177 -1.008 -0.4 -0.3 -0.1
Cl -1.282 2.709 2.797 0.1 -0.1 0.0
S -1.727 0.731 -3.235 0.0 0.0 0.0
S -3.505 0.452 -0.288 -0.1 0.0 -0.1
S -5.505 1.765 -3.482 0.0 -0.1 0.0
S -4.527 -1.896 -3.084 0.0 0.1 0.0
O -2.255 -3.776 -0.787 0.1 0.0 0.0
O 2.137 -0.220 -3.133 0.0 0.0 -0.1
O -1.445 -1.782 -1.346 0.2 0.4 0.1
O -0.855 -0.458 0.979 0.3 -0.1 0.2
O 1.104 -2.518 -0.718 0.0 0.0 0.0
O 0.707 0.030 -1.439 0.2 0.0 -0.2
N 1.371 -0.552 1.416 0.1 -0.1 -0.1
N -0.190 -0.626 3.119 0.0 0.0 0.1
C 0.095 -0.525 1.786 -0.3 0.0 0.1
C -1.336 -2.982 -0.891 -0.2 0.0 0.1
C 2.681 2.657 2.383 -0.1 0.0 0.0
C 2.843 2.488 1.012 -0.1 0.0 -0.1
C 0.067 -3.443 -0.484 0.0 0.0 -0.1
C 0.305 2.590 2.060 -0.1 0.0 0.1
C -0.729 2.144 -0.191 0.0 0.2 -0.1
C 1.352 -2.201 -2.070 -0.1 -0.1 -0.1
C 1.429 -0.692 -2.278 0.1 0.1 0.2
C 1.740 2.365 0.186 0.2 0.1 0.0
C 1.398 2.722 2.903 0.1 0.0 0.0
C 0.428 2.386 0.682 -0.1 -0.2 0.0
H 2.121 -0.604 2.078 0.0 0.1 0.0
H 3.837 2.454 0.583 0.0 0.0 0.0
H 1.880 2.212 -0.877 0.0 0.0 0.0
H -1.130 -0.340 3.341 0.0 0.0 0.0
H 2.301 -2.635 -2.397 0.0 0.0 0.0
H 0.510 -0.301 3.766 0.0 0.0 0.0
H 1.234 2.893 3.959 0.0 0.0 0.0
H 0.055 -3.634 0.591 0.0 0.0 0.0
H -3.631 -2.391 -2.205 0.0 0.0 0.0
H 1.563 -0.529 0.426 0.0 0.0 0.0
H -1.651 2.491 0.266 0.0 0.0 -0.1
H 0.255 -4.397 -0.990 0.0 0.0 0.0
H 3.538 2.765 3.034 0.0 0.0 0.0
H 0.557 -2.563 -2.728 0.0 0.0 0.0
H -0.605 2.642 -1.160 0.1 0.0 0.1
```
Forces are in eV/Å.

Computed properties:
**E_tot**: -113477.93225 eV
**M**: 616.6 g mol⁻¹
**Highest occupied orbital energy**: -5.56 eV
**Total charge**: -1
**ΔE to the lowest compared entry with this formula, charge and spin**: 0.00 kcal per mole
**LUMO level**: 2.08 eV
**Orbital gap**: 7.6392 eV

No. 3
Entry from the Open Molecules 2025 dataset: a molecular structure, C12H15F6N6O4S2Zn at a distorted geometry (ωB97M-V with the def2-TZVPD basis set).

```
46
Properties=species:S:1:pos:R:3:forces:R:3
Zn -0.343 -0.044 -0.400 -1.5 0.4 -1.8
S 1.252 -0.781 2.395 -2.7 1.6 0.3
S 2.379 1.038 0.948 -0.2 3.3 -5.5
F 4.777 -0.306 1.360 -1.9 0.7 -1.2
F 1.268 0.744 4.700 -1.0 -0.8 -1.7
F -0.415 1.210 3.367 0.7 -0.5 -0.4
F -0.365 -0.656 4.415 -0.3 -0.4 0.1
F 4.483 0.176 -0.723 -0.9 0.8 0.0
F 3.405 -1.488 0.128 -0.4 1.8 0.3
O 2.124 1.976 -0.214 1.0 -3.2 4.0
O 2.735 1.626 2.213 -0.4 -1.1 -0.1
O 0.561 -2.028 2.329 -0.1 -1.5 0.4
O 2.640 -0.983 2.822 0.7 -0.3 0.3
N -1.983 0.199 -1.980 -2.7 -0.1 -0.7
N 0.819 0.559 -2.069 0.5 1.4 -5.5
N -0.016 -1.993 -1.153 -0.3 0.5 0.3
N 0.998 -0.019 1.049 3.8 1.0 1.7
N -0.953 1.974 0.229 2.5 4.6 3.6
N -1.963 -0.759 0.662 -1.5 -1.0 2.6
C 0.373 0.235 3.806 1.1 0.8 1.7
C -0.512 2.862 0.917 -2.5 -4.0 -3.4
C 0.788 1.274 -4.603 0.2 0.1 -0.1
C -2.580 -1.151 1.569 1.4 0.1 -1.3
C 0.886 0.872 -3.220 -0.7 -1.6 5.6
C -3.096 0.159 -2.331 1.8 0.0 -0.2
C -4.501 0.015 -2.764 0.2 -0.3 0.2
C 1.910 -3.555 -1.980 -1.4 -0.8 -0.3
C 0.065 3.921 1.788 -1.0 -1.7 -1.2
C -3.327 -1.628 2.745 0.1 0.6 -0.5
C 3.847 -0.201 0.346 2.0 -2.3 1.5
C 0.825 -2.654 -1.543 1.7 -1.3 0.0
H -2.930 -1.126 3.627 -0.2 0.2 0.0
H 2.692 -3.785 -1.257 0.2 1.0 -0.1
H 1.456 -4.543 -2.056 -0.4 -0.1 -0.2
H -5.091 0.177 -1.862 -0.3 0.0 -0.2
H -4.859 0.622 -3.596 0.5 0.7 0.3
H 2.176 -3.324 -3.012 0.6 0.3 0.3
H -0.172 4.867 1.300 0.4 0.1 0.4
H -0.442 3.775 2.742 0.3 0.5 0.2
H -3.247 -2.697 2.943 0.0 0.0 -0.5
H 1.726 1.083 -5.124 0.0 0.1 0.0
H 0.547 2.337 -4.595 0.1 0.0 -0.2
H -0.016 0.722 -5.088 0.0 0.0 0.1
H 1.105 3.596 1.787 0.2 0.9 0.4
H -4.676 -0.986 -3.160 0.2 -0.3 0.5
H -4.351 -1.313 2.541 -0.2 -0.2 0.5
```
Forces are in eV/Å.

Computed properties:
**E_tot**: -116190.66840 eV
**M**: 550.8 g mol⁻¹
**Highest occupied orbital energy (alpha / beta)**: -17.38 / -17.34 eV
**Total charge**: +2
**Multiplicity**: 2
**LUMO level (alpha / beta)**: -5.65 / -12.15 eV
**Orbital gap (alpha / beta)**: 11.7344 / 5.1957 eV

- What is the E_tot in the first record?
  -66838.21258 eV

- What is the formula in the first record?
  C12H15ClN2O3S3

- Among the records above, which one has the lowest M?
  C12H15ClN2O3S3